[1]
ORCA calculation (ωB97M-V/def2-TZVPD) on 7 unconnected molecules or ions with the total composition C31H61N3O8 at a distorted geometry.

XYZ file:
```
103
Properties=species:S:1:pos:R:3:forces:R:3
N -3.766081 -3.459645 2.736002 -0.92 -0.38 0.13
C -2.672010 -3.195690 2.556474 0.41 0.43 0.08
C -1.277500 -2.808779 2.394852 0.45 -0.22 0.13
O -0.723641 -3.333985 1.206806 -0.22 0.07 -0.06
C -1.067227 -1.278407 2.488185 -0.15 0.33 -0.48
C 0.203189 -0.976203 1.840894 -0.55 -0.47 0.41
N 1.169144 -0.759135 1.281465 1.11 0.49 -0.51
C -2.123435 -0.393429 1.791762 0.38 0.30 0.23
C -3.418841 -0.203467 2.561000 -0.27 -0.33 -0.03
C -4.634948 -0.588200 1.749637 -0.51 0.37 -0.63
O -4.560747 -1.064755 0.640986 0.01 -0.13 0.15
N -5.870623 -0.288023 2.341172 0.47 -1.00 0.39
C -6.848049 -1.348811 2.246099 -0.24 0.20 0.10
C -7.075074 -2.179388 3.336506 -0.25 0.08 -0.43
C -8.022923 -3.186671 3.227553 0.09 0.01 0.18
C -8.728421 -3.389292 2.050780 0.03 0.16 -0.15
C -8.500561 -2.557294 0.961717 0.39 0.21 0.38
C -7.568238 -1.535698 1.079711 0.19 0.16 -0.24
H -0.752971 -3.260925 3.236525 0.18 -0.05 0.09
H -1.403212 -3.800013 0.709311 0.02 0.03 -0.08
H -0.948189 -0.972696 3.523296 -0.21 -0.11 0.31
H -1.659905 0.579683 1.669664 0.11 0.16 -0.12
H -2.295543 -0.772352 0.789467 -0.22 -0.13 -0.09
H -3.445288 -0.829119 3.452461 -0.03 0.01 0.18
H -3.567264 0.820153 2.896313 0.15 0.18 0.09
H -5.763983 -0.007448 3.310065 -0.03 0.20 -0.06
H -6.515506 -2.044675 4.246883 0.11 0.00 0.20
H -8.191666 -3.822230 4.083151 -0.08 -0.14 0.04
H -9.451392 -4.185132 1.982637 -0.11 -0.13 0.02
H -9.018842 -2.669334 0.024389 -0.19 -0.15 -0.07
H -7.353964 -0.872306 0.257480 -0.09 0.05 -0.19
C -6.294615 -0.813366 -2.797563 -0.11 -0.06 0.05
C -7.037815 0.102542 -3.756920 0.31 0.13 0.19
C -6.089008 1.046911 -4.479705 -0.09 0.05 -0.10
O -8.037204 0.845294 -3.057246 -0.13 -0.09 -0.11
H -5.784582 -0.230887 -2.025078 0.07 0.01 -0.04
H -6.991432 -1.482293 -2.291263 0.00 -0.03 -0.04
H -5.550058 -1.417160 -3.318176 0.01 0.01 0.01
H -7.577956 -0.498148 -4.489624 -0.11 0.03 0.02
H -5.571397 1.689034 -3.761706 0.05 -0.06 0.03
H -6.639806 1.694818 -5.162138 -0.01 -0.03 -0.01
H -5.339517 0.496422 -5.050027 0.01 0.00 0.02
H -7.589521 1.387905 -2.399651 0.01 0.01 0.02
C 5.513144 -0.390702 -1.278668 0.05 0.00 -0.16
C 5.472887 -1.670255 -0.467930 0.00 0.42 0.26
C 4.725334 -1.438934 0.835377 -0.01 -0.23 0.10
O 6.804080 -2.134234 -0.199716 0.03 -0.09 -0.17
H 6.029783 0.390916 -0.719151 -0.04 0.04 0.02
H 6.055521 -0.525216 -2.213538 -0.07 -0.02 -0.04
H 4.504957 -0.043644 -1.510820 0.01 0.00 -0.04
H 4.988700 -2.459002 -1.045237 0.10 -0.11 0.04
H 5.244299 -0.685319 1.436376 0.01 0.06 -0.06
H 4.679814 -2.353812 1.428165 -0.03 -0.01 -0.03
H 3.709429 -1.087651 0.654607 -0.01 -0.03 0.01
H 7.237956 -1.447432 0.320314 -0.03 0.01 0.05
C 10.823252 0.212159 -1.950452 -0.04 0.08 -0.09
C 9.904395 0.592598 -0.799382 0.11 -0.32 -0.04
C 10.231102 -0.192347 0.462553 -0.09 0.04 0.07
O 8.539627 0.389335 -1.165799 0.11 0.08 0.01
H 10.707182 -0.847179 -2.195499 0.03 -0.03 0.07
H 10.574038 0.785923 -2.843805 0.01 0.04 0.03
H 11.869370 0.394556 -1.700908 0.00 -0.02 0.00
H 9.999471 1.660162 -0.597633 -0.09 0.04 -0.02
H 10.096463 -1.264059 0.289891 0.06 -0.01 -0.05
H 9.563965 0.096996 1.276055 0.02 0.05 -0.01
H 11.260230 -0.022666 0.781532 0.00 -0.02 0.00
H 8.424836 -0.552398 -1.351115 -0.11 -0.01 0.00
C 6.112336 -1.479988 -5.157828 -0.12 0.00 0.07
C 6.043078 -0.030316 -5.616387 0.37 -0.16 0.03
C 7.033373 0.248703 -6.737375 -0.05 0.12 -0.05
O 6.275626 0.849164 -4.518542 -0.16 0.05 -0.08
H 7.107474 -1.708303 -4.765240 0.04 0.00 -0.06
H 5.394796 -1.663017 -4.357416 -0.03 0.01 -0.03
H 5.901010 -2.166990 -5.978739 0.02 0.00 0.00
H 5.032783 0.192329 -5.961638 -0.03 0.07 0.06
H 8.056348 0.072560 -6.393294 -0.01 -0.08 0.01
H 6.968476 1.289928 -7.053933 -0.04 -0.01 0.00
H 6.846583 -0.390935 -7.601426 0.01 -0.01 0.01
H 7.163463 0.680251 -4.183191 0.01 0.03 0.06
C -8.337212 2.077503 2.461901 -0.03 -0.14 0.08
C -7.822395 2.978420 3.571845 0.03 0.10 -0.38
C -7.925398 4.449694 3.201592 0.06 0.05 0.13
O -6.466440 2.640673 3.884684 -0.01 -0.08 0.20
H -7.742685 2.212683 1.554261 -0.02 0.06 -0.02
H -8.248337 1.031123 2.752791 -0.07 0.00 -0.01
H -9.381619 2.285537 2.224991 0.01 0.03 0.01
H -8.389970 2.794063 4.484495 0.09 -0.04 0.08
H -7.324005 4.661755 2.313235 -0.05 -0.04 -0.05
H -7.548395 5.076393 4.010297 -0.03 -0.02 0.02
H -8.957632 4.733284 2.992937 0.00 -0.01 -0.02
H -5.945214 2.793255 3.089028 -0.01 0.01 -0.04
C 4.286516 2.745223 0.568139 -0.07 0.06 -0.08
C 3.330418 3.013678 1.720079 0.08 -0.36 -0.05
C 3.705506 2.204725 2.953337 -0.05 0.03 0.10
O 1.988375 2.718426 1.331356 -0.01 0.16 0.04
H 4.242200 1.691010 0.284750 0.04 -0.02 0.07
H 4.009917 3.328532 -0.310469 0.00 0.04 0.03
H 5.316272 2.987229 0.837083 0.00 -0.02 0.01
H 3.342163 4.076554 1.965258 -0.11 0.03 -0.02
H 3.653517 1.134363 2.734498 0.05 0.01 -0.06
H 3.011120 2.407528 3.769599 0.01 0.04 0.00
H 4.716940 2.439480 3.289567 0.01 -0.01 -0.01
H 1.947757 1.779874 1.110378 -0.02 -0.06 0.00
```
Positions in Å, forces in eV/Å.

SMILES   N#C[C@@H](O)[C@@H](C#N)CCC(=O)Nc1ccccc1.CC(C)O.CC(C)O.CC(C)O.CC(C)O.CC(C)O.CC(C)O
Relative energy (zero: lowest compared OMol25 entry of this formula, charge and spin)   0.00 kcal per mole
Total charge   0

[2]
ORCA calculation (ωB97M-V/def2-TZVPD) on a gas-phase ion, C7H11N2S (charge -1) at a distorted geometry.

XYZ file:
```
21
Properties=species:S:1:pos:R:3:forces:R:3
C -1.429362 0.124417 0.113400 4.78 -0.88 -0.42
C 0.391934 -0.268795 -0.008723 -5.35 1.51 -1.00
C -1.516160 0.065142 1.426973 -0.54 0.27 1.99
C -2.743413 -0.063621 2.313711 -0.38 0.62 -1.57
C 2.710605 -0.157285 -0.970334 -2.70 -0.02 1.67
C 0.742333 0.702203 -2.340838 -2.41 -0.41 2.78
C 1.165474 -0.296297 -1.271687 2.04 -2.47 -0.61
N 0.729573 -0.530069 1.167332 0.77 0.99 2.13
N -0.275359 -0.086194 2.042429 1.21 -1.10 0.47
S -2.475461 0.363693 -1.115086 -1.82 0.29 -1.92
H -3.571010 -0.385707 1.648321 0.29 0.40 0.36
H -2.563693 -0.863562 2.973669 0.21 -1.24 1.06
H -3.094454 0.769783 2.949621 0.39 0.10 -0.57
H 2.784952 -0.689061 -0.014116 0.71 0.71 0.08
H 2.914669 0.894684 -0.973233 0.46 0.63 0.68
H 3.357246 -0.612025 -1.638922 0.96 -1.03 -1.75
H 1.419307 0.683836 -3.090993 2.10 -0.28 -2.70
H 0.787231 1.714441 -1.918314 -0.42 -0.15 0.01
H -0.272189 0.423059 -2.658157 0.27 0.64 -0.09
H 1.111102 -1.395423 -1.643254 -0.42 1.63 0.09
H -0.173324 -0.393218 3.008200 -0.16 -0.20 -0.70
```
Positions in Å, forces in eV/Å.

SMILES   Cc1[nH]nc(C(C)C)c1[S-]
Relative energy (zero: lowest compared OMol25 entry of this formula, charge and spin)   23.98 kcal per mole
Total charge   -1

[3]
ORCA calculation (ωB97M-V/def2-TZVPD) on 2 unconnected molecules or ions with the total composition C13H19F2NO4 at a distorted geometry.

XYZ file:
```
39
Properties=species:S:1:pos:R:3:forces:R:3
C 5.010763 0.792586 1.960604 -3.58 0.21 1.01
C 3.593801 0.845147 2.419148 2.94 -0.27 -1.74
C 2.321905 0.805814 1.333351 -1.59 -0.51 -1.18
C 2.026271 -0.532488 0.435499 -1.40 2.67 0.19
O 2.952369 -1.689160 0.633474 -3.63 2.65 1.13
C 0.736741 -0.575662 -0.628546 2.42 -0.40 1.46
O 0.594913 -1.818531 -1.400751 -0.34 4.19 2.96
C -0.625896 -2.561511 -1.063176 -1.90 -1.49 0.37
C -0.997638 -2.623307 0.529959 -0.96 -0.88 -0.09
N -0.174747 0.655306 -0.763698 3.55 -0.48 2.99
O -1.195372 0.545346 -1.672752 -0.29 -0.20 1.10
C 0.026708 1.941092 0.065356 2.93 -0.13 1.27
C -0.962837 3.258075 -0.020706 -0.13 0.36 0.59
F -1.559965 3.495097 -1.354772 1.32 -1.02 3.12
C -2.067838 3.079754 1.197943 0.26 -1.15 -0.21
C -2.416111 1.494904 1.530747 -1.22 0.43 0.50
C 1.301663 2.081483 1.139049 -1.02 -2.53 -2.01
F 1.475033 3.363876 1.917122 -0.72 -4.42 -2.73
H 5.338745 0.382704 0.899761 -0.98 1.40 2.27
H 5.844951 1.211977 2.683999 -1.89 -1.47 -1.41
H 3.399063 0.872465 3.595420 0.11 0.55 -2.99
H 2.726970 -1.983782 1.585122 0.64 0.55 -2.03
H -0.460644 -3.674348 -1.445338 -0.12 2.72 0.55
H -1.531483 -2.112813 -1.657137 1.80 -1.05 0.95
H -1.399657 -3.727882 0.736798 0.89 2.45 -0.45
H -1.932990 -1.919875 0.762005 2.30 -1.30 -0.28
H -0.100983 -2.459162 1.263174 -1.70 -0.09 -1.50
H -1.911360 0.001635 -1.228290 0.92 0.68 -0.61
H -0.356444 4.251100 0.248169 -0.99 -2.50 -0.92
H -1.555843 3.508068 2.173669 -1.21 -0.59 -2.13
H -3.061217 3.625111 0.906617 2.08 -0.83 0.62
H -2.752727 0.890535 0.575986 0.78 1.26 1.89
H -3.368423 1.520018 2.246213 2.06 -0.15 -1.54
H -1.575606 0.937003 2.122712 -1.46 1.13 -1.34
C -1.503079 -2.792608 -4.346714 0.17 0.22 -0.62
O -2.698387 -3.361510 -4.392261 -0.18 -0.08 0.37
H -1.377007 -1.935266 -3.663810 -0.20 0.68 0.65
H -0.653385 -3.425538 -4.038892 0.42 -0.73 0.42
H -1.110258 -2.365656 -5.285054 -0.10 0.11 -0.63
```
Positions in Å, forces in eV/Å.

Total charge   0

[4]
ORCA calculation (ωB97M-V/def2-TZVPD) on a single C3H7NO molecule at a distorted geometry.

XYZ file:
```
12
Properties=species:S:1:pos:R:3:forces:R:3
C 0.423737 0.361592 1.377914 0.12 -0.15 -0.02
C 0.565160 0.581636 -0.152120 0.06 0.37 0.28
N 0.174925 -0.564226 -1.001813 -0.38 -0.13 0.13
C -1.168626 -0.757708 -1.080916 -0.21 0.20 0.18
O -1.943595 -0.003768 -0.520354 -0.25 -0.46 -0.29
H 1.048389 1.077434 1.937468 -0.10 -0.21 -0.36
H 0.766774 -0.645764 1.628891 -0.01 0.08 0.11
H -0.600870 0.484166 1.766936 0.34 -0.14 -0.53
H 1.580558 0.908861 -0.390976 -0.07 -0.36 -0.07
H -0.104661 1.414961 -0.404432 0.25 -0.28 -0.19
H 0.785870 -1.225136 -1.490251 -0.15 0.78 0.62
H -1.527660 -1.632049 -1.670346 0.40 0.30 0.12
```
Positions in Å, forces in eV/Å.

SMILES   CCNC=O
Relative energy (zero: lowest compared OMol25 entry of this formula, charge and spin)   14.67 kcal per mole
Total charge   0

Calculated gap between HOMO and LUMO, 9.4; 6.0; 2.3; 10.8 eV (same order as the records).
Calculated electronic energy, -53985.9825; -21251.5614; -28883.5987; -6762.1142 eV (same order as the records).
Calculated E_HOMO, -9.10; -2.11; -5.09; -9.79 eV (same order as the records).